[1]
{
  "formula": "C3H5ClF2",
  "method": "ωB97M-V/def2-TZVPD",
  "symbols": ["C", "C", "C", "H", "H", "H", "H", "H", "F", "F", "Cl"],
  "positions_angstrom": [[-1.19, -0.76, 0.19], [-0.29, 0.42, -0.43], [1.09, 0.47, 0.19], [-0.85, -1.56, -0.46], [-0.90, -1.03, 1.17], [-2.21, -0.57, 0.02], [-0.66, 1.49, -0.21], [-0.05, 0.29, -1.53], [1.72, 1.44, -0.48], [1.04, 0.73, 1.51], [2.31, -0.92, 0.04]],
  "mulliken_charge": [-1.060, -0.410, 0.500, 0.324, 0.333, 0.330, 0.279, 0.323, -0.214, -0.211, -0.195],
  "total_charge": 0,
  "e_tot_ha": -777.22327,
  "smiles": "CCC(F)(F)Cl",
  "orbital_gap_ev": 12.3,
  "de_lowest_ev": 0.1500
}



[2]
{
  "formula": "C3H5ClFN",
  "method": "ωB97M-V/def2-TZVPD",
  "symbols": ["C", "C", "C", "H", "H", "H", "H", "H", "N", "F", "Cl"],
  "positions_angstrom": [[1.11, 0.38, 0.36], [-0.25, -0.17, 0.12], [-0.66, -1.30, 0.76], [2.69, 0.58, -1.55], [2.15, 2.34, -0.62], [0.83, 1.12, 1.09], [1.58, -0.20, 1.00], [-1.63, -1.63, 0.64], [1.86, 1.01, -0.88], [0.28, -2.08, 1.35], [-1.32, 0.94, -0.82]],
  "mulliken_charge": [-0.616, 0.257, -0.304, 0.229, 0.267, 0.297, 0.440, 0.428, -0.590, -0.238, -0.169],
  "total_charge": 0,
  "e_tot_ha": -731.96668,
  "orbital_gap_ev": 9.8,
  "de_lowest_ev": 3.3015
}



[3]
{
  "formula": "C3H5ClN2",
  "method": "ωB97M-V/def2-TZVPD",
  "symbols": ["C", "C", "C", "N", "N", "Cl", "H", "H", "H", "H", "H"],
  "positions_angstrom": [[0.60, 0.45, 1.57], [-1.16, -0.52, -0.67], [0.89, 0.92, 0.30], [0.29, -0.09, 2.54], [0.28, -0.19, -0.88], [1.26, -1.68, -0.79], [-1.45, -1.35, -1.24], [-1.26, -0.60, 0.36], [-1.73, 0.37, -1.26], [0.44, 1.76, 0.04], [1.84, 0.93, 0.03]],
  "mulliken_charge": [0.677, -0.693, -0.699, -0.416, -0.268, -0.117, 0.288, 0.367, 0.222, 0.348, 0.291],
  "total_charge": 0,
  "e_tot_ha": -686.89770,
  "smiles": "CN(Cl)CC#N",
  "orbital_gap_ev": 10.0,
  "de_lowest_ev": 2.6734
}



[4]
{
  "formula": "C3H5ClN2",
  "method": "ωB97M-V/def2-TZVPD",
  "symbols": ["C", "C", "C", "N", "N", "Cl", "H", "H", "H", "H", "H"],
  "positions_angstrom": [[0.70, -0.37, 0.21], [-1.20, 0.77, 0.45], [0.74, -0.57, -1.27], [1.20, -0.54, 1.32], [-1.39, 1.40, 1.46], [-2.23, 0.57, -0.88], [1.41, 0.15, -1.52], [1.25, -1.45, -1.48], [-0.29, -0.52, -1.58], [2.05, -1.19, 1.60], [-2.25, 1.75, 1.69]],
  "mulliken_charge": [0.494, 0.125, -0.963, -0.483, -0.414, -0.229, 0.310, 0.359, 0.266, 0.272, 0.263],
  "total_charge": 0,
  "e_tot_ha": -686.87444,
  "orbital_gap_ev": 8.8,
  "de_lowest_ev": 3.3064
}



[5]
{
  "formula": "C3H5ClN2",
  "method": "ωB97M-V/def2-TZVPD",
  "symbols": ["C", "C", "C", "N", "N", "Cl", "H", "H", "H", "H", "H"],
  "positions_angstrom": [[3.43, 0.30, -0.21], [-1.04, 0.08, 1.37], [-0.62, 0.46, 0.17], [3.63, -0.57, 0.50], [-0.64, -0.27, -0.99], [0.13, 2.02, -0.04], [-1.49, -0.89, 1.50], [3.23, 1.10, -0.87], [-0.93, 0.70, 2.23], [-0.64, 0.26, -1.85], [-1.26, -1.07, -0.99]],
  "mulliken_charge": [0.080, -0.849, 0.682, -0.334, -0.508, -0.218, 0.232, 0.252, 0.250, 0.213, 0.201],
  "total_charge": 0,
  "e_tot_ha": -686.97065,
  "smiles": "C=C(N)Cl.C#N",
  "orbital_gap_ev": 9.4,
  "de_lowest_ev": 0.6884
}



[6]
{
  "formula": "C3H5ClN2O2",
  "method": "ωB97M-V/def2-TZVPD",
  "symbols": ["C", "C", "C", "N", "N", "O", "O", "Cl", "H", "H", "H", "H", "H"],
  "positions_angstrom": [[-0.71, 0.10, -0.31], [1.41, -0.43, 2.47], [-0.92, 1.54, -0.34], [0.90, 0.56, 2.76], [0.05, -0.55, -1.23], [0.02, -1.96, -1.04], [0.77, -0.16, -2.10], [2.09, -1.75, 1.80], [-1.80, 1.82, -0.85], [-0.01, 2.06, -0.49], [-1.06, 1.74, 0.72], [0.48, -2.39, -1.69], [-1.23, -0.57, 0.30]],
  "mulliken_charge": [-0.374, 0.400, -1.087, -0.361, 0.731, -0.451, -0.697, -0.036, 0.332, 0.317, 0.340, 0.316, 0.569],
  "total_charge": 0,
  "e_tot_ha": -837.32530,
  "smiles": "C/C=[N+](\\[O-])O.N#CCl",
  "orbital_gap_ev": 9.1,
  "de_lowest_ev": 5.8504
}



[7]
{
  "formula": "C3H5ClN2S",
  "method": "ωB97M-V/def2-TZVPD",
  "symbols": ["C", "C", "C", "H", "H", "H", "H", "H", "N", "N", "S", "Cl"],
  "positions_angstrom": [[-2.22, -0.60, -0.51], [0.57, -0.26, -0.17], [1.77, -0.69, -0.25], [-1.71, 1.22, 1.13], [-2.77, 2.38, 0.63], [-2.90, -1.32, -1.06], [0.47, 0.80, -0.33], [2.33, -1.57, 0.29], [-2.08, 1.60, 0.24], [-2.79, 0.54, -0.43], [-0.85, -1.03, 0.44], [3.03, 0.55, -0.05]],
  "mulliken_charge": [-0.085, -0.357, -0.002, 0.223, 0.293, 0.403, 0.410, 0.267, -0.441, -0.293, -0.232, -0.187],
  "total_charge": 0,
  "e_tot_ha": -1085.08230,
  "smiles": "N/N=C\\S/C=C/Cl",
  "orbital_gap_ev": 9.7,
  "de_lowest_ev": 2.6342
}



[8]
{
  "formula": "C3H5ClN4",
  "method": "ωB97M-V/def2-TZVPD",
  "symbols": ["C", "C", "C", "H", "H", "H", "H", "H", "N", "N", "N", "N", "Cl"],
  "positions_angstrom": [[0.09, 0.40, 1.15], [1.15, 0.15, -0.65], [-0.10, -0.28, -0.95], [0.46, 1.16, 2.93], [-0.69, 0.00, 2.97], [-0.28, -1.61, -2.44], [-0.79, -0.14, -2.86], [-1.78, -0.23, 0.34], [-0.30, 0.75, 2.44], [1.29, 0.56, 0.65], [-0.74, -0.80, -2.08], [-0.79, -0.11, 0.25], [2.49, 0.16, -1.75]],
  "mulliken_charge": [0.364, 0.340, -0.015, 0.288, 0.232, 0.277, 0.276, 0.200, -0.504, -0.656, -0.564, -0.027, -0.212],
  "total_charge": 0,
  "e_tot_ha": -796.55517,
  "smiles": "Nc1nc(Cl)c(N)[nH]1",
  "orbital_gap_ev": 8.9,
  "de_lowest_ev": 0.0000
}



[9]
{
  "formula": "C3H5ClNOP",
  "method": "ωB97M-V/def2-TZVPD",
  "symbols": ["C", "C", "C", "N", "O", "P", "Cl", "H", "H", "H", "H", "H"],
  "positions_angstrom": [[3.71, -1.32, 0.01], [-0.59, 1.16, -0.47], [0.64, 0.59, 0.19], [3.90, -2.14, -0.86], [0.90, -0.57, 0.02], [3.94, -0.07, 1.07], [4.45, 1.31, -0.26], [-1.21, 1.05, 0.34], [-0.48, 2.26, -0.67], [-0.85, 0.69, -1.45], [1.24, 1.19, 0.95], [3.20, -2.70, -1.53]],
  "mulliken_charge": [0.498, -0.986, 0.223, -0.415, -0.431, -0.192, -0.199, 0.301, 0.307, 0.277, 0.290, 0.326],
  "total_charge": 0,
  "e_tot_ha": -1048.77524,
  "smiles": "N=C=PCl.CC=O",
  "orbital_gap_ev": 8.2,
  "de_lowest_ev": 2.5382
}



[10]
{
  "formula": "C3H5ClO",
  "method": "ωB97M-V/def2-TZVPD",
  "symbols": ["C", "C", "C", "O", "Cl", "H", "H", "H", "H", "H"],
  "positions_angstrom": [[-1.05, 1.15, -0.43], [-0.62, 0.17, 0.38], [0.76, -0.12, 0.64], [0.92, -2.10, -0.25], [1.99, 0.74, -0.11], [-2.10, 1.34, -0.56], [-0.37, 1.80, -0.96], [-1.32, -0.46, 0.90], [1.03, -0.61, 1.56], [0.76, -1.91, -1.18]],
  "mulliken_charge": [-0.661, 0.047, 0.033, -0.665, -0.095, 0.266, 0.215, 0.297, 0.289, 0.273],
  "total_charge": 0,
  "e_tot_ha": -652.61436,
  "orbital_gap_ev": [8.4, 8.3],
  "de_lowest_ev": 3.2366
}



[11]
{
  "formula": "C3H5ClO2",
  "method": "ωB97M-V/def2-TZVPD",
  "symbols": ["C", "C", "C", "O", "O", "Cl", "H", "H", "H", "H", "H"],
  "positions_angstrom": [[-0.66, 1.26, 2.94], [0.12, -0.20, -1.18], [0.24, -0.58, 1.26], [-0.07, 1.35, 3.96], [-0.35, -0.03, 0.15], [-0.51, -1.88, 1.88], [-1.67, 1.49, 2.60], [1.18, -0.62, -1.29], [0.14, 0.74, -1.80], [-0.57, -0.89, -1.81], [1.34, -0.55, 1.50]],
  "mulliken_charge": [0.095, -0.632, -0.147, -0.345, -0.271, -0.139, 0.290, 0.279, 0.240, 0.234, 0.395],
  "total_charge": 0,
  "e_tot_ha": -727.80398,
  "orbital_gap_ev": [8.2, 8.3],
  "de_lowest_ev": 5.2772
}



[12]
{
  "formula": "C3H5ClO3PS",
  "method": "ωB97M-V/def2-TZVPD",
  "symbols": ["C", "C", "C", "O", "O", "O", "P", "S", "Cl", "H", "H", "H", "H", "H"],
  "positions_angstrom": [[3.29, -0.46, -0.27], [-2.70, -0.85, 1.00], [0.34, 1.42, -0.63], [3.38, -0.63, 0.86], [3.25, -0.33, -1.42], [-0.57, 0.95, 0.26], [-0.39, -0.77, 0.71], [-0.09, -1.74, -0.96], [1.88, 2.01, 0.09], [-3.02, -0.56, -0.05], [-3.14, -1.72, 1.37], [-2.96, -0.08, 1.64], [0.54, 0.55, -1.24], [0.19, 2.22, -1.36]],
  "mulliken_charge": [0.800, -1.106, -0.109, -0.397, -0.416, -0.304, 0.098, -0.536, -0.268, 0.195, 0.380, 0.315, 0.084, 0.263],
  "total_charge": -1,
  "e_tot_ha": -1542.84203,
  "orbital_gap_ev": 6.6,
  "de_lowest_ev": 0.5303
}



> What is the formula in the eleventh record?

C3H5ClO2